Entry 1:
Here is 2 unconnected molecules or ions with the total composition C5H9NO from the Open Molecules 2025 dataset. Energies are from the ωB97M-V functional and the def2-TZVPD basis.

## Properties
highest occupied orbital energy = -0.3452 hartree
relative energy (zero: lowest compared OMol25 entry of this formula, charge and spin) = 3.954 eV
Kohn-Sham gap = 9.8 eV
charge = 0
SMILES string = [H]/N=C/C.C=CC=O
F_max = 1.6 eV/A
LUMO energy = 0.45 eV

Last column: Mulliken charge in e.
Atoms and positions in Å:
1 H -1.7751 1.0703 -1.7320  0.249
2 N -1.5452 1.2360 -0.7509  -0.706
3 C -1.4144 0.1289 -0.1340  0.198
4 C -1.2037 0.0982 1.3503  -1.051
5 H -1.5841 -0.8511 -0.6041  0.440
6 H -0.7571 1.0329 1.6970  0.338
7 H -2.2064 0.0087 1.7766  0.341
8 H -0.6155 -0.7544 1.7123  0.240
9 C 1.6294 0.7392 -0.0258  -0.742
10 C 0.8197 0.0408 -0.8193  -0.024
11 C 1.1987 -1.3332 -0.4767  0.095
12 O 1.7660 -1.9973 -1.3120  -0.500
13 H 1.7417 0.4464 1.0158  0.240
14 H 2.2773 1.4919 -0.4328  0.289
15 H 0.5782 0.2793 -1.8483  0.363
16 H 1.0904 -1.6366 0.5839  0.229

Force components x, y, z for each atom (eV/Å):
-0.0477 0.0469 0.0695
-0.3714 -0.4541 0.0772
-0.9228 0.3347 0.1719
-0.1113 0.0845 0.0849
0.0080 0.1778 -0.0266
-0.1194 -0.1066 -0.0709
0.0649 -0.0168 0.2185
-0.1427 0.1639 -0.2340
0.1582 0.5066 0.0358
1.5586 -0.1941 -0.2750
-0.2923 -0.6626 -0.3196
-0.4040 -0.5105 0.2620
0.4556 -0.1796 -0.2154
-0.3060 0.9513 0.2968
0.4074 -0.0402 0.0668
0.0648 -0.1011 -0.1420

=====

Entry 2:
Here is a molecular structure, C12H23BBeBrCl2F8I2LiN2O11P2S from the Open Molecules 2025 dataset. Energies are from the ωB97M-V functional and the def2-TZVPD basis.

## Properties
highest occupied orbital energy = -0.2390 hartree
Kohn-Sham gap = 1.6 eV
charge = 0
F_max = 5.3 eV/A
LUMO energy = -4.91 eV

Last column: Mulliken charge in e.
Atoms and positions in Å:
1 O 0.6147 -5.0686 -0.2994  -0.284
2 P 0.1003 -4.0140 -1.6047  0.477
3 I 1.7774 -2.2254 -1.6119  0.209
4 C -1.5835 -3.3582 -1.0186  0.749
5 N -1.6824 -2.1021 -0.2158  0.134
6 C -3.1609 -1.8308 -0.3093  -0.287
7 O -3.5021 -1.9791 -1.7027  -0.413
8 C -2.7787 -3.1819 -2.0958  0.026
9 P -3.7472 -4.8036 -2.3235  0.153
10 O -2.5755 -5.9839 -2.7675  -0.344
11 I -4.7049 -5.6118 -0.2068  -0.030
12 H -0.1487 -5.2900 0.2586  0.117
13 H -1.9913 -4.1903 -0.3378  -1.298
14 H -1.0839 -1.3773 -0.6663  0.267
15 H -1.4509 -2.1538 0.8020  0.149
16 H -3.5953 -0.9734 0.2704  0.417
17 H -3.6233 -2.7701 0.1449  0.217
18 H -2.4697 -2.9154 -3.1608  0.451
19 H -2.0024 -6.1165 -1.9863  0.302
20 O -0.4989 -0.9547 4.5487  -0.725
21 Cl -1.3099 -1.9493 3.8545  1.854
22 O -2.7001 -1.6905 4.0939  -0.596
23 O -0.9687 -3.2646 4.3161  -0.613
24 O -1.0315 -1.8395 2.4236  -0.848
25 N 0.4779 0.6536 7.1254  -0.357
26 H 1.4882 0.8589 7.1568  0.358
27 H -0.0456 1.5335 7.1045  0.396
28 H 0.2622 0.1072 6.2878  0.252
29 H 0.2154 0.1215 7.9580  0.384
30 F 1.0773 1.4081 -1.4962  -0.299
31 C 1.7744 2.0513 -2.4616  0.609
32 C 2.2453 3.3275 -2.2226  -0.344
33 C 2.9693 3.9821 -3.2122  -0.395
34 C 3.2019 3.3543 -4.4319  -0.498
35 C 2.7174 2.0724 -4.6618  -0.407
36 C 2.0041 1.4129 -3.6685  -0.440
37 H 2.0488 3.8024 -1.2694  0.379
38 H 3.3530 4.9786 -3.0334  0.330
39 H 3.7641 3.8669 -5.2036  0.363
40 H 2.8964 1.5858 -5.6137  0.363
41 H 1.6269 0.4082 -3.8260  0.311
42 C -4.9271 2.1008 -3.1398  -1.088
43 C -4.8654 0.9637 -4.1386  -0.234
44 O -3.8289 0.0609 -3.7886  -0.383
45 H -3.9735 2.6339 -3.1110  0.291
46 H -5.7172 2.8052 -3.3979  0.388
47 H -5.1122 1.7201 -2.1301  0.328
48 H -4.6597 1.3428 -5.1388  0.422
49 H -5.8467 0.3944 -4.1675  0.317
50 H -4.0252 -0.2778 -2.9054  0.278
51 Br -7.2951 0.7284 -4.6050  -0.406
52 Li -1.5517 -5.6102 0.6927  0.796
53 C 6.2334 1.1583 -1.3790  0.533
54 F 7.3047 0.3973 -1.6834  -0.246
55 F 5.2620 0.8030 -2.2558  -0.196
56 F 5.8097 0.7363 -0.1651  -0.237
57 S 6.6092 2.9797 -1.4187  1.130
58 O 7.0437 3.2508 -2.7825  -0.676
59 O 7.6607 3.1766 -0.4324  -0.668
60 O 5.3541 3.6380 -1.0714  -0.616
61 Be -0.3557 0.4149 2.8600  0.516
62 B 2.8952 2.8598 9.2173  0.632
63 F 1.8140 2.1005 9.7792  -0.422
64 F 3.5714 2.0576 8.2424  -0.416
65 F 2.3744 4.0250 8.5901  -0.388
66 F 3.7938 3.2301 10.2468  -0.370
67 Cl -1.5277 2.4298 3.1452  -0.374

Force components x, y, z for each atom (eV/Å):
-1.3581 1.0152 -0.4560
0.8881 -0.7043 -0.9027
-0.8770 -0.2529 0.4030
-0.2958 -0.3447 0.4230
-0.5742 0.6550 -0.3674
-2.1715 -1.8184 0.2663
1.1996 -0.7343 1.6156
1.5909 0.6969 -0.2151
-0.7803 -0.8465 -2.6433
-0.9055 2.0806 2.0584
1.0090 0.1706 0.4194
2.1587 0.5403 -0.2295
0.3028 1.2624 -0.6549
-0.3560 -0.1141 0.3158
0.2912 -0.1688 -0.2596
0.8962 -0.2580 -1.2445
0.6391 1.2952 0.1809
0.0689 -0.7510 1.2311
0.1642 -0.3825 -0.8600
0.8193 1.4764 -1.1683
-2.8191 -2.9228 2.4563
1.0164 0.2433 -0.5117
0.2990 0.9576 -0.6114
0.7680 1.0070 -0.9439
0.1774 0.0086 -0.1135
0.0652 0.2667 0.3549
0.1968 0.0600 0.1355
-0.0429 0.0270 0.1035
0.1676 0.1961 0.0889
-0.3394 -0.4095 0.4047
0.6819 0.6410 -0.8835
-0.1485 0.0545 0.2272
-0.0983 -0.2672 -0.1840
-0.0376 0.0643 0.0146
0.0285 0.1647 0.1479
-0.1453 -0.2355 0.1383
0.1025 -0.0523 -0.0102
0.0262 -0.1375 0.0813
-0.0015 -0.0641 0.0924
0.0019 -0.0040 0.0914
-0.0307 0.0264 -0.0243
-0.1358 0.0428 0.0549
3.7018 1.1773 0.9038
0.0664 -0.4158 -0.0391
0.0090 -0.0685 -0.1179
0.0439 -0.0543 0.0846
-0.1448 0.0072 -0.0156
-0.0542 -0.3086 -0.0193
1.7625 -0.7531 0.6311
0.0474 0.1439 -0.1929
-5.1937 0.1576 -1.2619
-1.7935 -0.8795 1.0303
0.0876 -0.5834 0.0142
-0.1535 0.3731 0.0290
0.0271 0.2420 0.0782
-0.0020 0.2645 -0.1285
0.8081 2.4925 -0.0615
-0.4399 -0.9262 0.3433
-0.6049 -0.9343 -0.2533
0.0057 -1.0127 -0.0716
-1.5841 2.1174 0.8964
0.6051 0.8411 0.5414
0.0463 -0.1121 -0.5997
-0.7066 -0.0643 0.1066
0.0366 -0.8249 0.1364
-0.6282 -0.3980 -0.7162
1.6157 -2.9652 -0.3397

=====

- The lowest Kohn-Sham gap belongs to which entry?
  C12H23BBeBrCl2F8I2LiN2O11P2S

=====

- Which value of F_max does entry 2 give?
  5.3 eV/A